Arrangement w

# C32H88N8O8

8 unconnected molecules or ions with the total composition C32H88N8O8 (ωB97M-V with the def2-TZVPD basis set, the OMol25 dataset).

XYZ file:
```
136
Properties=species:S:1:pos:R:3
O -4.86513 -0.11555 -2.47889
O -1.69390 -4.97687 -6.45673
O -0.55247 0.70992 2.15455
O -1.09069 -4.13615 1.18566
O 0.00678 3.63769 5.97555
O 5.05542 2.87230 2.86886
O -2.03380 4.05849 -0.23222
O 2.91640 -1.67970 -0.49837
N -1.05370 -5.68600 -2.27367
N 1.61511 0.69935 0.04977
N 0.20030 0.05325 7.17933
N 3.81091 -2.70769 2.90662
N -4.14979 0.35776 -6.28011
N 2.67982 3.45173 0.20183
N 0.95962 5.85782 0.94961
N -2.18927 -3.49399 -4.02649
C -1.67657 -6.79621 -0.07517
C -0.74382 4.36188 5.02517
C -4.08680 -1.28393 -2.15713
C -3.79410 0.22017 -4.82769
C -0.57260 -4.56779 -0.09187
C -2.28655 -3.37156 1.09541
C 3.23944 -2.56787 0.54362
C -0.26603 5.12990 1.06392
C 3.36960 -1.76574 1.85440
C -5.06790 0.07481 -3.89296
C -0.64212 -4.15324 -5.84920
C 0.65778 1.40192 6.87536
C -1.73386 1.44669 2.42316
C 4.45068 -0.73617 1.84170
C 2.81422 -2.27405 -1.78190
C -2.86736 1.36020 -4.40798
C -0.44610 2.26425 6.19387
C -0.86672 4.85317 -0.31285
C 3.77384 2.97115 2.31737
C 1.85845 1.20900 6.00763
C 5.08329 2.40806 4.23754
C -0.01268 0.21791 -1.55791
C 4.23489 5.12497 1.01780
C -1.14156 5.98422 1.97667
C -2.52253 3.56377 -1.46561
C -1.49470 -5.47837 -0.90093
C -0.60231 -0.06355 0.93626
C 3.88592 3.64043 0.94286
C -1.18090 -6.20332 -7.00748
C -0.31508 -2.13751 -4.22331
C -1.31597 -2.98671 -5.01784
C 0.14862 0.80081 -0.14064
H 4.15863 2.64350 4.76447
H -5.63001 -0.76808 -4.29504
H -2.04925 5.48807 2.32020
H 4.63769 3.20510 0.28452
H 5.42216 -1.10429 1.51184
H 2.10925 2.10425 5.43868
H -2.21571 -7.54271 -0.65841
H -0.63570 -6.68211 -6.19407
H 0.94356 1.85418 7.82504
H -1.40791 2.23835 6.70606
H 3.58176 -2.98401 -2.09000
H -2.36617 -2.78561 0.17976
H 0.94710 -0.44556 7.64148
H -0.11300 1.85855 -0.11134
H 1.74590 0.39103 5.29603
H -1.92145 1.33042 -4.94877
H -2.46067 -5.01638 -1.10488
H -0.10960 4.17006 1.55620
H -2.21472 1.86570 1.53926
H 2.90463 3.59931 -0.77171
H 0.15444 -2.74843 -3.45231
H -1.34826 2.19444 3.11619
H -1.47952 6.82632 1.37274
H 1.70499 0.80354 1.05036
H -0.57150 0.17639 7.81907
H 2.76494 0.98191 6.56871
H -2.47863 0.87175 2.97348
H -1.74612 2.94507 -1.91562
H 0.05211 -4.70089 -5.21183
H 5.91827 2.93696 4.69708
H -4.05744 -1.37550 -1.07138
H -0.61718 6.40368 2.83527
H -3.34947 2.86990 -1.31463
H -1.70498 -4.29284 -3.64255
H -1.84156 -6.14259 -2.71058
H -2.68801 1.22193 -3.34177
H -1.99426 -6.84451 -7.34726
H -0.55539 4.06507 3.99343
H 1.36602 5.88932 1.87369
H -3.24086 -0.71699 -4.76634
H 2.32456 2.50733 0.24658
H -0.61096 5.44292 5.06794
H -0.38154 -6.43983 -2.28033
H 4.23826 0.06497 1.13378
H 4.07094 -3.23833 0.32640
H -4.33259 -0.57441 -6.62325
H 2.42871 -1.30198 2.15065
H -0.04903 -3.86651 -6.71760
H 1.92868 -0.24926 -0.09823
H -2.11689 -6.51936 0.88272
H -0.16569 4.29355 -0.93213
H -1.14483 5.80043 -0.77486
H -2.31986 -2.65084 1.91246
H 2.36764 -3.19027 0.74531
H -0.80954 -1.36824 -3.63015
H -1.88423 -2.33728 -5.68373
H 0.48047 -1.73907 -4.85295
H -5.07279 0.76781 -6.27837
H -2.72999 4.31972 -2.22298
H -0.09530 -1.02269 1.04162
H -1.63353 -0.30392 0.67762
H -5.69241 0.96461 -3.97272
H 0.11874 -0.85983 -1.65453
H 0.46591 -4.89432 -0.03722
H -1.01037 0.42623 -1.94432
H 3.98376 -2.10893 3.70143
H 3.27099 2.00556 2.26388
H 1.57409 5.19412 0.50013
H -3.18420 -3.98851 1.13632
H 3.16076 3.63634 2.92543
H 1.91749 -2.89330 -1.80446
H 4.64558 -0.24110 2.79302
H -1.82018 4.35260 5.19686
H 5.31429 1.34294 4.25329
H 3.05250 -3.33947 3.12057
H -0.53540 -6.03100 -7.86871
H 2.78878 -1.51902 -2.56764
H -0.49950 1.72940 5.24562
H -3.25937 2.36881 -4.53903
H -2.91145 -3.85282 -4.63460
H 3.41172 5.75430 1.35609
H -4.50987 -2.17794 -2.61526
H -0.72437 -7.19658 0.27289
H 4.69623 5.44036 0.08196
H -3.03017 -1.16302 -2.39586
H 0.61909 0.70949 -2.29770
H -0.43715 -3.65817 -0.67696
H 4.99191 5.27054 1.78839
```

M = 713.1 g/mol
structure (SMILES) = COC[C@H](C)N.COC[C@H](C)N.COC[C@H](C)N.COC[C@H](C)N.COC[C@H](C)N.COC[C@H](C)N.COC[C@H](C)N.COC[C@H](C)N
HOMO = -8.4 eV
net charge = 0

***

Arrangement x

# C32H88N8O8

8 unconnected molecules or ions with the total composition C32H88N8O8 (ωB97M-V with the def2-TZVPD basis set, the OMol25 dataset).

XYZ file:
```
136
Properties=species:S:1:pos:R:3
O 10.49355 18.15754 0.30926
O 12.63316 18.98868 -3.64559
O 12.12816 13.15523 -2.71057
O 6.02016 22.14377 1.15459
O 7.31886 19.18997 -5.04048
O 12.68088 17.97394 -7.38079
O 5.61877 19.80238 6.21574
O 8.20359 13.70113 -0.37426
N 5.98524 16.97306 5.79655
N 8.86199 21.56739 -4.61264
N 7.24873 10.80108 -2.62548
N 14.14944 16.83554 -5.06029
N 8.67085 22.36959 -1.40928
N 14.16141 12.66422 -5.83049
N 9.62122 19.13201 -3.23766
N 12.21276 15.07260 -7.11763
C 14.11289 17.03059 -3.57861
C 9.43299 18.42922 -1.98002
C 10.73721 16.46257 -5.71611
C 11.62124 17.32030 -8.00952
C 7.53385 12.41442 -0.77574
C 7.25602 22.39593 -0.97757
C 8.81691 13.85708 0.92228
C 5.99905 21.63352 2.50280
C 9.43046 20.46671 -6.67166
C 13.60947 12.36985 -4.53337
C 6.80643 19.15218 6.68672
C 14.79033 12.25272 -3.59116
C 6.41265 21.73350 -2.03804
C 11.26655 14.17474 -2.24508
C 7.23565 21.80754 0.47771
C 11.19799 16.07452 -7.18577
C 15.42785 16.54482 -3.00820
C 12.43063 13.33959 -4.11429
C 7.16070 13.27455 -3.18462
C 7.12523 17.92771 5.80534
C 13.11400 19.20876 -7.99858
C 9.57034 18.75355 1.18858
C 7.28491 18.27171 4.33691
C 12.50443 20.42956 -3.51328
C 7.70622 12.13109 -2.30914
C 6.97589 20.40497 -5.69797
C 9.29736 16.90809 -2.27883
C 10.58623 18.68334 -0.96628
C 8.28509 21.22097 -5.90158
C 6.08802 18.53248 -4.68253
C 4.91369 20.44591 7.24831
C 13.87796 18.54024 -3.15875
H 13.89207 18.68674 -2.07873
H 12.87021 20.81276 -2.56067
H 5.37289 21.64206 -1.72397
H 6.96220 23.43688 -0.84264
H 6.07912 13.15544 -3.24860
H 14.70288 13.48550 -5.60156
H 11.74341 15.12909 -2.02166
H 13.06054 20.90020 -4.32404
H 12.63293 14.37319 -4.39508
H 13.37935 12.99147 -6.37947
H 4.70946 19.70423 8.02052
H 5.35652 19.18576 -4.20691
H 11.47545 18.28208 -1.45247
H 6.72635 18.77823 7.70743
H 8.95497 18.85710 -3.94521
H 13.92830 19.73647 -7.50205
H 10.53017 18.87348 -3.59414
H 11.47112 17.17634 -5.34192
H 10.43649 14.33775 -2.93249
H 13.23498 11.34686 -4.49658
H 11.47995 20.75369 -3.69626
H 13.31901 19.13343 -9.06648
H 6.24619 20.91816 -5.07164
H 8.79378 23.23035 -1.92317
H 8.08424 22.20587 -6.32316
H 6.39598 17.63344 -4.14869
H 6.48664 12.40415 -0.47351
H 3.86536 20.57806 6.98063
H 5.80081 20.56266 2.45753
H 9.16303 20.36680 -7.72361
H 5.30525 21.40038 7.60009
H 6.43409 22.37546 -2.91868
H 5.83612 16.53357 6.69360
H 5.15997 22.15633 2.96182
H 12.94292 15.57383 -6.63210
H 15.41459 15.46668 -2.84836
H 9.69969 19.49655 -6.25404
H 6.89645 21.76294 3.10781
H 7.73666 10.17704 -1.99891
H 9.41907 12.98112 1.16352
H 12.21570 19.82514 -8.03347
H 6.77302 20.72874 -2.25870
H 5.69888 18.16012 -5.63017
H 8.09000 17.58030 6.17497
H 7.74595 19.24087 4.14648
H 10.36465 15.57479 -7.67966
H 6.54000 20.27965 -6.68913
H 10.79335 18.01073 -8.17081
H 15.50082 11.49246 -3.91566
H 12.56780 14.96264 -8.05675
H 7.97650 11.58337 -0.22663
H 16.33602 16.83538 -3.53632
H 10.18343 16.53021 -2.78892
H 15.27516 13.21329 -3.41695
H 8.78088 12.02151 -2.45467
H 8.47441 18.79443 -1.61146
H 8.60059 18.73773 0.69116
H 10.77399 13.96256 -1.29615
H 10.77686 19.74364 -0.80032
H 7.93285 17.52915 3.87122
H 8.05195 22.27789 1.02591
H 9.49488 14.70907 0.97297
H 7.46775 13.22199 -4.22916
H 7.51435 20.75378 0.47746
H 9.75146 16.92402 -5.77493
H 8.87622 21.74325 -2.17453
H 13.32620 16.35295 -3.24691
H 11.51584 13.02568 -4.61700
H 8.08797 13.94075 1.72835
H 10.77257 15.64296 -4.99841
H 6.24558 10.75685 -2.51670
H 15.61120 16.93458 -2.00692
H 8.45155 16.64092 -2.91233
H 6.37759 18.23164 3.73418
H 10.35120 21.01137 -6.88070
H 7.54752 14.23569 -2.84599
H 9.10589 20.74374 -4.08141
H 13.30531 17.17598 -5.49805
H 14.88309 17.47556 -5.32906
H 14.49091 11.96536 -2.58325
H 9.21388 16.43383 -1.30096
H 14.72157 19.15097 -3.48035
H 5.18737 17.57639 5.65693
H 9.77998 19.80414 1.38960
H 9.45938 18.26297 2.15560
H 7.68155 19.79803 6.75856
H 12.05255 16.96061 -8.94370
H 8.04700 21.98798 -4.18955
```

M = 713.1 g/mol
structure (SMILES) = COC[C@H](C)N.COC[C@H](C)N.COC[C@H](C)N.COC[C@H](C)N.COC[C@H](C)N.COC[C@H](C)N.COC[C@H](C)N.COC[C@H](C)N
HOMO = -8.7 eV
net charge = 0

***

Arrangement y

# C32H88N8O8

8 unconnected molecules or ions with the total composition C32H88N8O8 (ωB97M-V with the def2-TZVPD basis set, the OMol25 dataset).

XYZ file:
```
136
Properties=species:S:1:pos:R:3
O 6.04406 -3.09265 3.30021
O -5.95827 -3.74384 -0.00999
O -5.06209 3.46698 2.61080
O -5.19591 -1.81304 5.51253
O 0.39884 -6.27577 -1.89918
O 6.40602 8.61554 2.53689
O -0.00840 0.82956 -8.88806
O 1.78520 1.75626 -0.14372
N -1.95071 2.29631 -0.21648
N 9.74578 9.19408 4.21296
N 9.52008 -1.73770 2.33010
N -2.27345 2.12001 -7.82958
N -6.38197 3.69583 -0.20501
N 1.25938 -6.13456 -5.57318
N -4.20282 -4.19977 3.73745
N -4.35126 -6.39553 -0.39927
C -0.99165 3.12106 -6.07709
C 8.55887 9.58457 3.44952
C -6.87054 3.91575 1.14708
C 7.25261 -2.73239 2.44970
C -0.94188 2.56438 -7.49343
C 1.40076 -7.14568 -1.33108
C -5.92880 -6.76455 -2.12485
C -5.78996 4.53969 2.10861
C 0.13950 1.46605 -7.58961
C 7.51672 8.45985 3.42182
C -6.36204 -1.04299 5.15294
C -2.14754 -2.84902 3.48088
C 5.46571 7.53558 2.63447
C 1.88720 -4.55666 -3.86446
C -7.67570 2.69484 1.64924
C 0.31061 -0.53829 -8.79456
C 2.37546 1.63420 1.13199
C -3.40678 -3.18395 4.42632
C 9.06626 9.80197 2.02944
C 4.81520 -3.24180 2.51836
C 8.00848 -0.81468 3.74628
C 0.53052 2.52660 -0.13391
C -6.47183 -4.93254 -0.47439
C -5.95219 -2.74071 -1.03763
C 8.38709 -2.07786 3.21457
C 1.44339 -6.03048 -4.11729
C -0.68308 0.41605 -1.12528
C -4.23647 3.81853 3.64489
C -5.34357 -5.67897 -1.18409
C 0.16339 -6.42410 -3.32525
C -0.69243 1.57913 -0.13104
C -4.25335 -1.83582 4.49097
H -7.05700 -1.16440 5.98383
H -6.12377 -0.01466 4.88119
H -0.49467 -0.55593 -0.66937
H 1.37623 -0.70835 -8.64084
H -5.32420 -3.02824 -1.88088
H 0.49420 3.08648 0.80060
H 1.17120 1.81143 -7.52316
H -5.11790 5.28250 1.67887
H 8.08437 10.44552 3.92037
H 10.21600 -1.54407 3.03600
H -4.57776 -1.56793 3.48544
H -1.55611 -3.72708 3.22141
H -6.74696 -5.52149 0.40056
H 1.80733 -4.32837 -2.80163
H -2.76963 2.89280 -8.24994
H -1.83562 3.78998 -5.90859
H 8.87306 -0.46565 4.31089
H -7.31536 -4.82341 -1.15604
H 8.61518 -2.77350 4.02214
H 10.05494 10.25699 2.08929
H 5.01654 -3.69061 1.54567
H -7.54525 4.75774 0.99243
H -3.59683 -6.82939 -0.91182
H 7.15832 8.39612 4.44924
H 7.75138 -0.08889 2.97477
H -8.48995 2.41527 0.98071
H 1.04003 -7.08945 -5.81848
H -6.51791 4.54529 -0.73420
H 2.92194 -4.34327 -4.13255
H -1.91189 2.84877 0.62813
H 2.22915 -6.75356 -3.89858
H 4.71999 7.65681 1.84879
H -4.64849 -3.63000 3.03258
H 4.11428 -3.89404 3.03932
H -0.09978 3.71029 -5.86380
H 4.40488 -2.24734 2.34289
H -1.43923 -2.16251 3.94468
H -4.76136 -4.95768 -1.75756
H -5.46341 -1.83839 -0.67020
H -3.61662 -1.01285 4.81560
H 3.29982 1.05832 1.08712
H -1.62379 0.15899 -1.61220
H -6.87037 -2.49691 -1.57205
H 7.60063 -3.63795 1.95277
H -8.09873 2.88073 2.63645
H 1.27317 -3.85446 -4.42836
H 4.94806 7.42360 3.58715
H 1.27712 -8.19728 -1.58984
H 7.17578 -0.82527 4.44955
H -0.61967 1.11688 0.85342
H -3.76047 4.79024 3.51336
H 5.86877 6.57908 2.30167
H -3.37078 3.15734 3.60597
H -6.35524 4.96740 2.93663
H 7.96043 7.49203 3.18826
H 1.24049 -7.17587 -0.25335
H 2.76964 2.59281 1.46932
H 9.80796 -2.56060 1.82014
H -3.94045 -5.65696 0.15376
H 9.60419 8.79722 5.13086
H -6.62584 -7.40638 -1.58605
H -5.43217 3.36067 -0.28020
H 6.77004 -2.14572 1.66801
H 1.68074 1.13993 1.81108
H -4.69502 3.85603 4.63304
H 0.43851 -5.63613 -5.88599
H -6.64768 -6.26064 -2.77090
H -2.13018 1.67651 -8.72561
H -3.09023 -3.48086 5.42619
H -0.69349 -5.78572 -3.54050
H 8.31113 10.36844 1.48448
H -0.18488 -7.42761 -3.56972
H -0.96234 2.33805 -5.31936
H -0.12167 0.80169 -6.76591
H 0.27432 0.55695 -1.62691
H 10.47096 9.89708 4.21002
H 0.59360 3.24203 -0.95383
H -6.92851 1.90310 1.70363
H -0.22761 -1.04689 -7.99471
H 2.41963 -6.85606 -1.58822
H 0.02022 -0.83070 -9.80366
H -6.77199 -1.53399 4.27035
H -4.97904 -4.38972 4.35512
H -0.78960 3.33054 -8.25364
H -2.42140 -2.47769 2.49336
H 9.19719 8.83004 1.55372
H -5.29449 -7.13445 -2.93040
H -2.75502 1.71743 -0.02130
```

M = 713.1 g/mol
structure (SMILES) = COC[C@H](C)N.COC[C@H](C)N.COC[C@H](C)N.COC[C@H](C)N.COC[C@H](C)N.COC[C@H](C)N.COC[C@H](C)N.COC[C@H](C)N
HOMO = -8.9 eV
net charge = 0

***

Which is most stable, and by how much? arrangement w, by 0.0146 hartree.

***

Arrangement w

# C3H14N2O2S

3 unconnected molecules or ions with the total composition C3H14N2O2S (ωB97M-V with the def2-TZVPD basis set, the OMol25 dataset).

XYZ file:
```
22
Properties=species:S:1:pos:R:3
S -2.51980 -1.58398 -1.56872
O -0.08391 -1.67148 1.18806
O 1.39425 -0.54726 3.10954
N 0.72192 1.09209 -1.37710
N 0.16036 1.15036 1.10866
C 1.13304 0.92054 0.00533
C -1.68388 0.05895 -1.69871
C -0.13281 0.03210 -1.96691
H 2.00769 1.53868 0.31821
H 0.26760 -0.93116 -1.50381
H -1.59078 -2.02734 -0.71103
H 0.11139 0.06601 -3.02805
H 1.56102 -0.07931 -0.05279
H 0.03454 2.16167 1.07320
H -0.74610 0.74599 0.88607
H -0.40445 -2.54997 1.41713
H -2.23987 0.56988 -2.49574
H 0.09591 1.88693 -1.55781
H -1.95932 0.69082 -0.80577
H 0.94875 0.14607 2.58053
H 0.67191 -1.51273 1.78152
H 2.25253 -0.15688 3.29818
```

M = 142.2 g/mol
structure (SMILES) = NCNCCS.O.O
HOMO = -8.9 eV
net charge = 0

***

Arrangement x

# C3H14N2O2S

3 unconnected molecules or ions with the total composition C3H14N2O2S (ωB97M-V with the def2-TZVPD basis set, the OMol25 dataset).

XYZ file:
```
22
Properties=species:S:1:pos:R:3
S 0.63789 2.96060 1.39082
O -2.69052 0.49468 -1.36385
O -1.78420 -1.80583 0.00626
N 0.92676 -1.61635 -0.74964
N 0.99803 0.95401 -1.07581
C 0.57044 0.36921 0.30656
C 1.00217 1.21385 1.48139
C 0.99393 -1.02309 0.58422
H -2.04851 -1.12139 -0.65491
H 0.01848 -1.80713 -1.06614
H 1.22210 0.21358 -1.68557
H -2.43304 -2.42855 0.43595
H -2.56819 0.50897 -2.29755
H 1.83333 1.53834 -1.00570
H -0.71082 0.28714 0.21990
H 1.54270 -2.25198 -0.88629
H 1.81703 -1.29301 1.19969
H 0.81264 0.76627 2.50418
H 2.13521 1.35820 1.65843
H -0.50372 3.05186 0.91525
H -1.95942 1.07540 -1.06096
H 0.18772 -1.44474 1.14374
```

M = 142.2 g/mol
structure (SMILES) = NC[C@H](N)CS.O.O
HOMO = -8.5 eV
net charge = 0

***

Which is most stable, and by how much? arrangement w, by 0.0691 hartree.